Molecular formula: C11H12NO2
Method: DFT, the ωB97M-V functional and the def2-TZVPD basis

Last columns: bonded neighbours and bond lengths (Å).
Cartesian coordinates (Å):
1 O 3.4399 0.5762 1.2303  C12 1.245
2 O 2.6774 0.8802 -0.8509  C12 1.272
3 N 0.2111 -0.1034 -0.0796  C5 1.368, C8 1.357, H19 1.018
4 C -3.2368 -0.9483 0.0738  C13 1.385, C14 1.402, H21 1.084
5 C -0.8254 -0.9870 0.0492  N3 1.368, C7 1.394, C14 1.408
6 C -1.6877 1.1268 -0.1110  C8 1.372, C10 1.493, C14 1.421
7 C -0.8199 -2.3783 0.1401  C5 1.394, C9 1.381, H17 1.086
8 C -0.3173 1.1423 -0.1792  N3 1.357, C6 1.372, H23 1.079
9 C -2.0310 -3.0354 0.2380  C7 1.381, C13 1.402, H25 1.064
10 C -2.4899 2.3832 -0.1889  C6 1.493, H20 1.085, H22 1.097, H24 1.090
11 C 4.8652 1.6295 -0.4058  C12 1.529, H15 1.090, H16 1.093, H18 1.088
12 C 3.5586 0.9860 0.0608  O1 1.245, O2 1.272, C11 1.529
13 C -3.2387 -2.3244 0.2260  C4 1.385, C9 1.402, H26 1.079
14 C -2.0234 -0.2497 0.0003  C4 1.402, C5 1.408, C6 1.421
15 H 5.6234 1.6060 0.3766  C11 1.090
16 H 5.1883 1.0669 -1.2848  C11 1.093
17 H 0.1289 -2.8933 0.0235  C7 1.086
18 H 4.7062 2.6312 -0.8007  C11 1.088
19 H 1.2047 -0.3183 -0.1354  N3 1.018
20 H -1.8709 3.2194 0.1206  C10 1.085
21 H -4.2013 -0.4586 0.1499  C4 1.084
22 H -2.9170 2.5892 -1.1779  C10 1.097
23 H 0.3808 1.9271 -0.4284  C8 1.079
24 H -3.3598 2.3719 0.4680  C10 1.090
25 H -2.0077 -4.0930 0.3554  C9 1.064
26 H -4.2026 -2.7948 0.3437  C13 1.079

Total charge: -1
Energy above the lowest of the compared OMol25 structures with the same formula, charge and spin, eV: 0.212
Orbital gap, Ha: 0.2918
LUMO energy, Eh: 0.125
E_HOMO, hartree: -0.167

Electronic structure analysis, Löwdin charges in units of e:
1. O -0.0772
2. O -0.1281
3. N 0.1094
4. C -0.0480
5. C -0.2091
6. C -0.2308
7. C -0.0268
8. C -0.0530
9. C -0.1262
10. C -0.0695
11. C -0.0570
12. C -0.7740
13. C -0.1301
14. C -0.1543
15. H 0.0550
16. H 0.0576
17. H 0.1081
18. H 0.0553
19. H 0.1231
20. H 0.0679
21. H 0.0966
22. H 0.0685
23. H 0.1234
24. H 0.0626
25. H 0.0758
26. H 0.0810